# 1
This record from the OMol25 dataset describes a cluster of 2 separate species, C7H15N2S in total. The level of theory is wB97M-V/def2-TZVPD.

```
! wB97M-V def2-TZVPD RIJCOSX def2/J DEFGRID3
* xyz 1 3
S -0.0527 -2.4641 -0.3808
N -0.2585 -1.4245 0.9346
N 0.3242 2.1707 0.0575
C -0.9805 1.8431 0.6330
C 1.6612 -2.0428 -0.4416
C 1.0092 -0.9779 1.5477
C -1.3572 0.0994 -1.5794
C -1.3835 0.6609 -0.2510
C -2.6350 0.1306 -0.7373
C 1.7707 -0.7210 0.2671
H 0.8090 2.8978 0.6560
H -0.9038 -0.8255 -1.5316
H -3.2353 0.9686 -1.0030
H -1.2032 0.8418 -2.3426
H 1.3095 -1.8468 2.1681
H 2.2743 -2.9293 -0.0405
H 0.7568 -0.1300 2.1578
H -3.1376 -0.8272 -0.5564
H 0.2734 2.7033 -0.8541
H 2.8264 -0.6386 0.2166
H 2.0520 -1.9821 -1.5543
H 1.2631 0.1472 -0.1920
H -0.9338 -1.6954 1.5770
H -1.8348 2.5232 0.5693
H -0.6905 1.4656 1.6367
*
```

relative energy (zero: lowest compared OMol25 entry of this formula, charge and spin): 29.2 kcal/mol
frontier orbital gap (alpha / beta): 7.0 / 6.3 eV
HOMO energy (alpha / beta): -0.384 / -0.479 Ha

# 2
This record from the OMol25 dataset describes the molecule C18H22F3NO7P2. The level of theory is wB97M-V/def2-TZVPD.

```
! wB97M-V def2-TZVPD RIJCOSX def2/J DEFGRID3
* xyz 0 1
P 0.6819 1.0185 -3.8101
P -0.2124 -0.7472 4.0947
F 2.8355 -2.5835 -2.4295
F 4.8797 -2.4165 -3.1255
F 3.3592 -3.2543 -4.4336
O 4.5770 -0.0821 -0.6553
O -0.4675 1.2774 -1.1222
O 1.5914 0.9627 -4.9500
O -0.0067 2.4564 -3.6173
O -0.5814 0.0545 -3.8798
O 0.8882 -1.3162 5.1931
O 3.2993 -1.1179 -4.0626
N -4.8450 1.7407 1.3882
C -4.6582 1.1215 0.0578
C -1.9572 -1.0279 0.8831
C 3.3749 0.0222 -0.7644
C 0.2696 0.0464 1.4235
C 3.0222 -0.5362 1.5935
C 0.8372 -0.4188 2.6177
C 1.1094 0.2207 0.3082
C 2.4726 -0.0925 0.4053
C 0.6146 0.7354 -1.0000
C -0.3609 0.9226 4.7965
C 3.7000 0.0186 -3.2936
C 2.2021 -0.6946 2.6937
C 1.4818 0.6152 -2.2250
C -4.3572 -0.3784 0.1870
C -2.9391 -0.7875 -0.2721
C 3.5968 -2.3149 -3.5255
C 2.7680 0.2495 -2.1208
C -1.2237 0.2555 1.3755
H -4.1461 1.3540 2.0136
H -3.8310 1.6116 -0.4687
H -2.5193 -0.0435 -0.9486
H -1.3997 0.5578 -3.7793
H 3.6622 0.8696 -3.9679
H 0.6015 1.3439 5.0937
H -1.5720 0.4562 2.3908
H -3.0128 -1.7239 -0.8300
H 4.0829 -0.7419 1.6277
H -0.8375 1.5951 4.0835
H -2.4560 -1.5106 1.7256
H -5.0764 -0.9547 -0.3952
H 0.3865 2.9624 -2.8987
H -0.9927 0.8690 5.6843
H 2.6380 -1.0291 3.6264
H -4.4874 -0.6805 1.2290
H -4.6464 2.7327 1.3291
H 4.7203 -0.0853 -2.9361
H 1.2049 -2.1782 4.8985
H -1.2036 -1.7477 0.5497
H -5.5579 1.2808 -0.5371
H -1.5095 1.1131 0.7791
*
```

relative energy (zero: lowest compared OMol25 entry of this formula, charge and spin): 0.0 kcal/mol
frontier orbital gap: 7.1 eV
SMILES: CP(O)c1ccc2c(c1CCCCCN)C(=O)C(P(=O)(O)O)=C(COC(F)(F)F)C2=O
HOMO energy: -0.328 Ha

# 3
This record from the OMol25 dataset describes a cluster of 2 separate species, C6H7FN2O in total. The level of theory is wB97M-V/def2-TZVPD.

```
! wB97M-V def2-TZVPD RIJCOSX def2/J DEFGRID3
* xyz 0 1
F 1.4754 1.8563 0.7766
O -2.3900 1.8149 -0.6795
N -1.2233 0.0740 0.3250
N -0.1724 -1.8789 0.5570
C 2.2267 0.3437 -0.7899
C -2.0814 -0.9219 0.0386
C 1.9748 0.6504 0.6174
C -1.4871 1.4222 0.0410
C -0.0990 -0.6068 0.6881
C -1.4800 -2.1116 0.0818
H -0.8695 2.0720 0.5652
H -3.0539 -0.6747 -0.2895
H 3.3521 0.3933 -1.0937
H -1.9515 -3.0698 0.0719
H 2.3932 0.2343 1.4834
H 1.8458 -0.6015 -0.9440
H 1.5400 1.0043 -1.4494
*
```

relative energy (zero: lowest compared OMol25 entry of this formula, charge and spin): 77.0 kcal/mol
frontier orbital gap (alpha / beta): 8.8 / 8.8 eV
HOMO energy (alpha / beta): -0.330 / -0.330 Ha

# 4
This record from the OMol25 dataset describes a structure of composition C2H6IP. The level of theory is wB97M-V/def2-TZVPD.

```
! wB97M-V def2-TZVPD RIJCOSX def2/J DEFGRID3
* xyz 0 1
I -3.2654 0.0389 0.0495
P 0.2735 -0.7790 1.0745
C -1.3180 -0.3311 -0.7069
C 1.5729 0.5410 0.5783
H -0.8535 0.6111 -0.9014
H -1.3121 -1.1381 -1.3809
H 2.2200 0.7133 1.5838
H 0.8360 1.4300 0.3871
H 2.2234 0.4721 -0.3118
H 0.6771 -1.7130 0.0754
*
```

relative energy (zero: lowest compared OMol25 entry of this formula, charge and spin): 33.4 kcal/mol
frontier orbital gap: 8.6 eV
HOMO energy: -0.314 Ha

# 5
This record from the OMol25 dataset describes a cluster of 3 separate species, C3H10NO4 in total. The level of theory is wB97M-V/def2-TZVPD.

```
! wB97M-V def2-TZVPD RIJCOSX def2/J DEFGRID3
* xyz -1 1
O -0.8830 -0.2684 2.3020
O -0.5127 -2.9208 -0.1577
O -1.0211 0.6268 -2.1304
O 0.9723 1.8936 2.0820
N -0.1037 -0.6719 -0.5025
C -1.1153 -1.8370 -0.5929
C -0.0773 0.3154 -1.4250
C 1.2190 1.1076 -1.4460
H -1.9830 -1.4818 0.0387
H -0.4021 -0.8432 1.6804
H 1.1271 2.1617 -1.7029
H 1.8402 1.0303 -0.5621
H -1.5814 -1.7545 -1.5972
H -1.4163 0.1682 1.6142
H 1.2085 1.6183 2.9716
H 0.1967 1.3453 1.8682
H 0.7126 -1.1694 -0.1746
H 1.8196 0.6799 -2.2657
*
```

relative energy (zero: lowest compared OMol25 entry of this formula, charge and spin): 50.9 kcal/mol
frontier orbital gap: 7.0 eV
HOMO energy: -0.124 Ha

# 6
This record from the OMol25 dataset describes the molecule C6H10O. The level of theory is wB97M-V/def2-TZVPD.

```
! wB97M-V def2-TZVPD RIJCOSX def2/J DEFGRID3
* xyz 0 1
O -0.8157 -2.2948 0.6718
C 0.0410 1.0163 0.6554
C 0.5105 0.4433 -0.6692
C -0.3716 -1.3971 1.3303
C -0.5459 0.0207 -1.6458
C -0.8796 0.0219 1.4436
C 1.8055 0.2977 -0.9686
H -1.3254 -0.5733 -1.1539
H 0.8547 1.2548 1.3322
H 2.6778 0.7115 -0.4874
H -1.1409 0.7567 -2.1852
H -0.5864 1.8899 0.4721
H 1.9727 -0.3495 -1.8249
H -1.9206 0.0681 1.1267
H -0.1011 -0.6347 -2.3977
H 0.6296 -1.4988 1.7986
H -0.8045 0.2673 2.5019
*
```

relative energy (zero: lowest compared OMol25 entry of this formula, charge and spin): 19.9 kcal/mol
frontier orbital gap: 10.3 eV
SMILES: C=C(C)CCC=O
HOMO energy: -0.344 Ha

# 7
This record from the OMol25 dataset describes a structure of composition C29H47Ge2IrN3O2S2Si3. The level of theory is wB97M-V/def2-TZVPD.

```
! wB97M-V def2-TZVPD RIJCOSX def2/J DEFGRID3
* xyz -1 1
Ir -0.3888 0.1367 -0.2018
Ge -2.2292 1.6797 -0.1005
Ge 2.3894 2.0308 0.6615
S 2.7372 -6.5448 0.5782
S 0.8815 -2.8091 0.8760
Si -1.7531 3.8954 0.6595
Si -3.8205 0.7334 1.4120
Si -3.1014 1.9379 -2.3122
O 2.0948 -7.6171 1.2690
O 4.1568 -6.5567 0.4184
N 8.5664 -4.0648 1.9275
N -1.9137 -2.2834 -1.6117
N 2.2732 -5.0839 1.2924
C 5.3868 -2.6430 2.3124
C 5.6873 -3.3957 0.0413
C 6.1726 -3.2497 1.3349
C 0.5034 -5.2385 -3.0740
C 2.2844 -1.7679 0.3338
C 1.9068 -6.9764 -2.1302
C -1.6529 2.4502 -3.3940
C -4.4250 3.2706 -2.4131
C 4.4233 -2.9208 -0.2734
C 0.8131 1.6122 -0.3944
C 2.3217 1.2682 2.4673
C 4.0417 1.3949 -0.2114
C 1.1745 -6.4497 -3.1932
C 3.6413 -2.2968 0.6889
C -5.3643 1.7849 1.6253
C 1.5609 -4.4097 0.4863
C -0.8708 3.8244 2.3183
C 1.3002 -5.0178 -0.8551
C -4.3626 -0.9512 0.8085
C 7.5042 -3.7129 1.6652
C -0.7264 4.9082 -0.5458
C -3.8320 0.3735 -3.0267
C 4.1284 -2.1738 1.9863
C 0.5564 -4.4987 -1.8944
C 1.9376 -6.2345 -0.9703
C -3.3080 4.9223 0.9364
C 2.6867 3.9608 0.8012
C -1.4020 -1.3838 -1.0771
C -3.0005 0.5686 3.0915
H -4.5846 -0.0566 -2.3604
H 1.1211 -6.9999 -4.1239
H 2.1845 -1.6036 -0.7383
H 2.7555 4.3985 -0.1973
H 3.2639 0.7651 2.7012
H -5.8537 1.9725 0.6649
H 4.0573 1.7486 -1.2448
H -0.8149 1.7755 -3.1954
H -3.9511 4.4847 1.7031
H -4.7398 3.4121 -3.4528
H -1.8975 2.3945 -4.4604
H -1.5694 3.5155 3.1010
H -3.9001 5.0139 0.0228
H 4.0411 -3.0373 -1.2812
H 5.7685 -2.5471 3.3197
H 3.5043 -1.7158 2.7438
H -0.5189 5.8996 -0.1274
H -3.0577 -0.3855 -3.1589
H -3.5115 -1.6322 0.7374
H 1.8904 4.4695 1.3458
H -1.3234 3.4682 -3.1696
H -0.4535 4.7977 2.6008
H 1.5023 0.5509 2.5537
H 2.1637 2.0539 3.2087
H -4.3031 0.5759 -3.9952
H -5.3063 2.9914 -1.8271
H -0.0591 3.0932 2.2942
H -0.0719 -4.8610 -3.9088
H -3.0344 5.9316 1.2647
H -3.6241 0.0137 3.8009
H -1.2714 5.0437 -1.4843
H 4.1314 0.3069 -0.2207
H 2.0696 -0.8389 0.8654
H 0.0216 -3.5597 -1.7823
H -4.7882 -0.8763 -0.1957
H 0.2269 4.4321 -0.7777
H -4.0619 4.2302 -2.0367
H -2.0436 0.0482 2.9907
H 6.2963 -3.8856 -0.7066
H 3.6341 4.1305 1.3183
H -6.0794 1.2735 2.2788
H -2.7980 1.5563 3.5152
H 4.9142 1.8042 0.3062
H -5.1142 -1.3950 1.4700
H 2.4225 -7.9248 -2.2059
H -5.1302 2.7520 2.0747
H 0.6780 2.3166 -1.2211
*
```

relative energy (zero: lowest compared OMol25 entry of this formula, charge and spin): 52.4 kcal/mol
frontier orbital gap (alpha / beta): 6.0 / 6.1 eV
HOMO energy (alpha / beta): -0.169 / -0.173 Ha

# 8
This record from the OMol25 dataset describes a cluster of 2 separate species, C6H10 in total. The level of theory is wB97M-V/def2-TZVPD.

```
! wB97M-V def2-TZVPD RIJCOSX def2/J DEFGRID3
* xyz 0 1
C 1.3086 -0.1985 -0.3152
C -2.0518 0.0314 1.9328
C -0.8235 -0.0982 1.1467
C 0.2386 -0.3641 0.6240
C 1.5289 -1.3354 -1.3172
C 0.1606 1.5240 -1.0046
H 0.2797 1.8692 0.0078
H 0.0356 2.4002 -1.6892
H 2.1854 -0.9766 -2.1089
H -0.5755 0.7744 -1.2344
H 1.9959 -2.2475 -0.9018
H -2.1591 1.0326 2.3587
H 2.2462 0.1068 0.1694
H 0.5759 -1.6466 -1.7535
H -2.0068 -0.6882 2.7530
H -2.9387 -0.1835 1.3324
*
```

relative energy (zero: lowest compared OMol25 entry of this formula, charge and spin): 102.4 kcal/mol
frontier orbital gap: 9.4 eV
HOMO energy: -0.317 Ha

# 9
This record from the OMol25 dataset describes a structure of composition C39H42BrF9Ge2N3O3Pt. The level of theory is wB97M-V/def2-TZVPD.

```
! wB97M-V def2-TZVPD RIJCOSX def2/J DEFGRID3
* xyz 0 6
Pt 0.9874 -0.1758 0.0544
Br -1.4138 -3.0879 0.1124
Ge -2.1874 2.9590 0.8823
Ge -1.1163 1.0219 -0.9985
F 3.2233 1.9065 0.8687
F 2.6149 1.6801 -3.1655
F 3.7394 3.4888 -2.8639
F 2.5497 5.2243 -1.1481
F 0.5365 4.4879 -1.0344
F 1.6281 3.5883 -3.2872
F 4.3269 3.4713 -0.1238
F 4.2408 1.5130 -0.9886
F 1.8164 4.3496 0.6922
O 5.6451 -2.9711 -0.6207
O 1.1850 1.9726 -0.9141
O 2.3198 -0.6185 -1.3814
N 1.6211 -2.5936 0.1738
N 2.8811 -2.5958 -0.2588
N 0.3305 0.1379 1.8023
C -3.3455 -0.3803 0.3825
C 0.8704 0.3157 3.1187
C -3.8118 -6.1259 2.9101
C -4.6053 -5.1600 3.5105
C -1.1262 1.8249 -2.7749
C 0.9550 1.8231 3.3888
C 1.7911 4.2440 -0.6488
C -3.7052 3.7582 -0.0564
C -3.9121 0.5203 -1.7716
C -1.0892 4.3700 1.6647
C 5.9308 -2.4501 -4.2402
C -1.1300 2.6868 -5.4267
C 2.2110 2.8170 -1.1043
C -0.5597 1.4679 -5.0950
C 3.5199 2.4198 -0.3337
C 3.9918 -1.3186 -3.3972
C -2.9889 0.3764 -0.7306
C -4.5883 -0.9896 0.4614
C -2.4946 -5.8419 2.5855
C -0.5495 1.0432 -3.7746
C 2.2679 -0.3124 3.1661
C -0.0427 -0.3734 4.1361
C 4.8196 -1.6528 -4.4598
C -5.4953 -0.8439 -0.5780
C -0.1519 -3.6572 1.3906
C 1.2434 -3.4585 1.0401
C -1.6868 3.0506 -3.1176
C -2.8758 1.8850 2.3650
C -1.6869 3.4815 -4.4360
C 3.3659 -1.3722 -0.9544
C 6.2166 -2.9066 -2.9617
C -4.0760 -3.9074 3.7827
C -0.5505 -4.2850 2.4974
C 5.3813 -2.5642 -1.9115
C -5.1552 -0.0935 -1.6940
C -2.7583 -3.6239 3.4586
C 2.5617 2.8916 -2.6253
C -1.9564 -4.5882 2.8552
C 4.2510 -1.7787 -2.1165
H -3.8502 1.4786 2.1101
H -2.3503 -2.6427 3.6578
H -5.8571 0.0143 -2.5101
H 2.7098 -0.1432 4.1483
H 3.9930 -0.8199 -0.2303
H -1.1291 3.0241 -6.4542
H -1.5347 4.5578 2.6428
H -4.2204 -7.1021 2.6888
H -0.1070 0.8533 -5.8617
H 3.5669 -3.1015 0.2921
H 2.9145 0.1325 2.4089
H 7.0893 -3.5229 -2.7785
H 2.2086 -1.3872 2.9881
H -0.0660 0.1059 -3.5219
H 6.4730 -3.4649 -0.6100
H -5.6326 -5.3822 3.7635
H 3.1257 -0.6887 -3.5381
H 1.4041 1.9990 4.3670
H 6.5857 -2.7156 -5.0588
H 0.3600 -0.2519 5.1424
H -3.6653 1.1057 -2.6461
H -2.6330 -0.5226 1.1823
H -4.3071 4.2236 0.7283
H -2.9724 2.5737 3.2058
H -3.4018 4.5298 -0.7573
H -0.1099 -1.4385 3.9140
H -2.2127 1.0757 2.6529
H 1.5650 2.3096 2.6290
H -4.3032 3.0082 -0.5672
H -1.8794 -6.5915 2.1053
H 1.9600 -4.1397 1.5060
H -4.6898 -3.1483 4.2488
H -1.0460 0.0511 4.1168
H -2.1165 4.4411 -4.6889
H -1.1518 5.2667 1.0546
H 0.2242 -4.6033 3.1895
H -0.0470 4.1035 1.7977
H -2.1158 3.6867 -2.3582
H -0.0383 2.2724 3.3802
H -4.8414 -1.5901 1.3267
H -6.4647 -1.3213 -0.5207
H 4.5999 -1.2856 -5.4519
*
```

relative energy (zero: lowest compared OMol25 entry of this formula, charge and spin): 6.8 kcal/mol
frontier orbital gap (alpha / beta): 7.3 / 5.6 eV
HOMO energy (alpha / beta): -0.254 / -0.296 Ha

# 10
This record from the OMol25 dataset describes the molecule C5H7NO. The level of theory is wB97M-V/def2-TZVPD.

```
! wB97M-V def2-TZVPD RIJCOSX def2/J DEFGRID3
* xyz 0 1
O 0.4574 1.9303 0.1069
N -0.4078 -0.3100 0.1096
C 0.1408 -1.5239 0.0702
C -1.7796 0.0624 0.3964
C 1.8365 -0.2490 -0.3478
C 0.6077 0.6188 -0.3194
C 1.5370 -1.5865 -0.2732
H -1.7842 1.0151 0.9329
H -2.2270 -0.7091 1.0273
H 0.6083 0.5831 -1.4215
H -2.3685 0.1684 -0.5210
H 2.7412 0.2221 -0.7344
H -0.5239 -2.3736 0.2476
H 1.1622 2.1518 0.7263
*
```

relative energy (zero: lowest compared OMol25 entry of this formula, charge and spin): 94.7 kcal/mol
frontier orbital gap: 7.4 eV
SMILES: CN1C=C=C[C@@H]1O
HOMO energy: -0.274 Ha

# 11
This record from the OMol25 dataset describes a cluster of 5 separate species, H8IO4 in total. The level of theory is wB97M-V/def2-TZVPD.

```
! wB97M-V def2-TZVPD RIJCOSX def2/J DEFGRID3
* xyz -1 1
I 1.5314 0.2933 -0.3832
O 0.4284 -0.0268 3.2988
O 0.8600 0.6688 -3.9485
O -1.6151 1.4619 -1.0783
O -1.1143 -1.5169 1.3958
H -0.2952 -1.3675 0.9841
H 1.0503 -0.7236 3.5121
H 0.9764 0.1827 2.5264
H 1.3276 0.3677 -3.1512
H 0.7308 -0.2265 -4.2146
H -0.8857 -1.3480 2.2801
H -0.7378 1.1951 -0.7939
H -2.2569 1.0398 -0.4275
*
```

relative energy (zero: lowest compared OMol25 entry of this formula, charge and spin): 18.7 kcal/mol
frontier orbital gap: 8.0 eV
HOMO energy: -0.170 Ha

# 12
This record from the OMol25 dataset describes the molecule C3H4FNO. The level of theory is wB97M-V/def2-TZVPD.

```
! wB97M-V def2-TZVPD RIJCOSX def2/J DEFGRID3
* xyz 0 1
F -1.4747 -1.4117 -0.3142
O 1.4898 -1.7472 -0.1380
N 1.0060 0.5739 -0.0929
C -0.4057 0.8402 -0.1477
C -0.6392 -0.5511 0.3515
C 0.8218 -0.7915 0.1469
H -0.8988 -0.5676 1.4059
H -0.7982 1.5475 0.5492
H 1.7325 1.0201 -0.6036
H -0.8334 1.0873 -1.1572
*
```

relative energy (zero: lowest compared OMol25 entry of this formula, charge and spin): 15.7 kcal/mol
frontier orbital gap: 11.1 eV
SMILES: O=C1NC[C@H]1F
HOMO energy: -0.374 Ha